(1)
C27H22ClFeNO9S3 as an isolated structure. Source: the Open Molecules 2025 dataset; level of theory: ωB97M-V with the def2-TZVPD basis set.

Structure (XYZ):
```
64
Properties=species:S:1:pos:R:3:forces:R:3
Fe -0.2084 0.3426 -0.2046 0.058 -0.247 -0.913
S -1.7031 1.8795 -1.2426 -0.255 0.165 0.298
C -1.7629 1.6747 -2.9734 -0.078 -0.007 -0.026
C -2.8774 2.1453 -3.6755 0.119 -0.081 0.005
C -2.9810 2.0014 -5.0502 -0.071 0.048 -0.032
C -1.9577 1.3753 -5.7516 -0.051 0.009 -0.150
C -0.8368 0.9213 -5.0746 -0.067 0.066 0.061
C -0.7065 1.0685 -3.6883 0.146 0.066 0.048
S 0.7428 0.5345 -2.8750 0.185 0.064 0.213
H -3.6636 2.6291 -3.1080 -0.036 -0.013 -0.024
H -3.8550 2.3808 -5.5697 -0.002 -0.028 -0.011
H -2.0291 1.2500 -6.8273 0.007 -0.005 -0.001
H -0.0253 0.4506 -5.6182 0.016 -0.004 0.000
O -1.9085 -0.8562 0.6843 0.402 -0.142 0.050
C -2.6079 -0.5482 1.6316 -0.249 -0.178 -0.068
C -2.6461 0.7123 2.3329 0.114 0.334 0.033
C -3.7386 0.9807 3.1380 -0.226 -0.009 0.066
C -3.9173 2.2216 3.7323 0.663 -0.186 -0.451
C -2.9473 3.2363 3.5237 -0.183 -0.044 0.117
C -1.8484 2.9898 2.7701 0.077 0.111 0.121
C -1.6156 1.7130 2.1455 0.016 -0.189 -0.022
O -0.5612 1.5001 1.5130 0.089 0.177 -0.111
N -5.0558 2.4720 4.5235 -0.514 0.085 0.389
O -5.1931 3.5820 5.0372 0.095 0.084 -0.036
O -5.8868 1.5793 4.6897 0.039 -0.094 -0.060
H -3.3474 -1.2922 1.9909 -0.052 0.044 -0.025
H -4.5011 0.2273 3.2932 0.027 -0.060 -0.034
H -3.1166 4.1985 3.9862 0.057 0.027 -0.024
H -1.0877 3.7420 2.6093 -0.031 0.027 -0.011
O 3.2039 -1.1007 2.0506 0.044 -0.133 -0.151
Cl 2.0595 -0.2392 1.8464 1.005 -0.255 0.404
O 2.0805 0.8008 2.8174 -0.084 0.380 0.249
O 2.1399 0.3190 0.5013 -0.505 0.096 -0.357
O 0.8567 -1.0168 1.9444 -0.575 -0.259 -0.038
O 0.3790 -1.8673 -0.8869 -0.540 0.308 0.762
S 1.6547 -1.9497 -1.6414 0.688 -0.776 -0.320
C 2.7254 -3.1417 -0.6773 -0.361 0.319 -0.210
C 2.0641 -4.4345 -0.3659 -0.059 -0.189 0.016
C 0.9649 -4.4602 0.4968 0.026 -0.009 -0.001
C 0.3032 -5.6522 0.7421 -0.022 -0.063 0.014
C 0.7320 -6.8357 0.1534 0.036 -0.047 0.013
C 1.8399 -6.8248 -0.6814 0.003 -0.012 -0.024
C 2.4935 -5.6291 -0.9449 -0.032 0.065 0.052
C 1.2776 -3.1251 -3.0687 0.184 0.535 0.212
C -0.1909 -3.3687 -3.1471 -0.283 -0.067 -0.030
C -1.0421 -2.3720 -3.6197 0.059 -0.013 -0.130
C -2.4142 -2.5576 -3.6196 -0.054 -0.010 -0.014
C -2.9577 -3.7483 -3.1564 0.019 -0.003 0.032
C -2.1165 -4.7524 -2.7001 -0.038 -0.071 0.007
C -0.7427 -4.5611 -2.6886 0.096 0.015 -0.030
H 2.9692 -2.5954 0.2311 0.065 0.193 0.056
H 3.6226 -3.2487 -1.2910 0.029 -0.068 0.042
H 0.6300 -3.5379 0.9528 0.005 0.043 -0.004
H -0.5566 -5.6622 1.4006 -0.006 0.038 -0.009
H 0.2127 -7.7662 0.3502 -0.012 0.015 0.016
H 2.1969 -7.7458 -1.1281 -0.026 0.012 -0.019
H 3.3540 -5.6179 -1.6058 0.004 0.000 0.001
H 1.8278 -4.0491 -2.9142 0.055 -0.022 -0.040
H 1.6543 -2.5890 -3.9394 -0.035 -0.020 -0.035
H -0.6236 -1.4348 -3.9668 -0.019 -0.070 0.090
H -3.0578 -1.7588 -3.9665 0.020 0.038 -0.004
H -4.0322 -3.8863 -3.1349 -0.002 -0.007 -0.020
H -2.5275 -5.6877 -2.3373 -0.012 0.011 0.018
H -0.0942 -5.3441 -2.3121 0.032 0.002 0.052
```
Forces are in eV/Å.

Results
ΔE to the lowest compared entry with this formula, charge and spin: 0.283 eV
Net charge: -2
Spin multiplicity: 5
HOMO level (alpha / beta): -0.051 / -0.053 Ha



(2)
C27H22ClIrN2O5S as an isolated structure. Source: the Open Molecules 2025 dataset; level of theory: ωB97M-V with the def2-TZVPD basis set.

Structure (XYZ):
```
59
Properties=species:S:1:pos:R:3:forces:R:3
Ir 0.7681 -0.3637 0.5496 0.599 -0.868 0.010
O 5.4890 -3.7815 0.8455 0.052 0.071 -0.023
C 5.7869 -2.6729 0.1951 -0.035 -0.037 0.028
O 6.8773 -2.4333 -0.2481 0.032 -0.016 -0.016
C 4.6901 -1.6690 0.0014 -0.015 -0.089 -0.006
C 4.8694 -0.5149 -0.7354 -0.063 0.080 -0.046
N 3.7098 0.1580 -0.7279 0.045 -0.007 0.051
N 2.7787 -0.4951 -0.0150 0.141 0.121 0.062
C 3.3561 -1.6136 0.4189 -0.083 -0.040 -0.024
C 2.4714 -2.5661 1.1677 -0.172 0.076 0.135
O 2.9190 -3.6242 1.5654 0.045 -0.094 0.051
O 1.2487 -2.1653 1.3337 0.281 -0.015 -0.268
H 4.5466 -3.8022 1.1503 -0.036 -0.025 0.013
H 5.7456 -0.1642 -1.2551 0.001 -0.003 0.011
H 3.4803 1.0158 -1.1995 0.018 0.020 0.036
C -0.9116 -1.2148 0.1098 -0.784 0.967 0.337
C -1.9882 -1.7557 -0.1967 0.074 0.367 0.069
C -3.1493 -2.3949 -0.7283 0.080 -0.379 0.171
C -3.7829 -3.3969 0.0161 -0.005 0.053 0.029
C -4.9467 -3.9789 -0.4542 0.042 0.012 -0.019
C -5.4654 -3.5861 -1.6809 0.006 -0.006 -0.026
C -4.8174 -2.6226 -2.4456 -0.044 -0.042 -0.002
C -3.6651 -2.0255 -1.9728 0.085 0.125 -0.026
H -3.3485 -3.7094 0.9560 -0.020 0.005 0.026
H -5.4398 -4.7479 0.1247 0.003 0.000 0.004
H -6.3701 -4.0476 -2.0548 -0.004 0.006 0.006
H -5.2153 -2.3392 -3.4106 0.004 0.003 -0.002
H -3.1543 -1.2695 -2.5536 -0.019 0.005 0.000
C 1.1657 4.1295 -0.2234 0.067 0.040 -0.069
S 0.2463 2.7093 -0.7849 0.111 -0.156 -0.088
O 0.6028 1.6975 0.3211 -0.403 0.298 -0.106
C -1.3870 3.3160 -0.4767 -0.072 -0.138 0.070
C -1.8342 3.5124 0.8246 -0.038 -0.016 -0.006
C -3.1049 4.0267 1.0170 -0.007 0.041 -0.012
C -3.8977 4.3544 -0.0789 0.030 0.036 0.017
C -3.4378 4.1522 -1.3711 0.025 0.037 0.001
C -2.1767 3.6102 -1.5793 0.047 0.086 0.003
H 0.9489 4.2841 0.8321 -0.011 0.006 -0.009
H 0.8572 4.9885 -0.8177 0.016 0.004 0.012
H 2.2237 3.9246 -0.3741 0.001 0.018 0.016
H -1.2019 3.2597 1.6675 -0.003 -0.014 -0.008
H -3.4738 4.1887 2.0209 -0.006 -0.014 -0.002
H -4.8853 4.7662 0.0806 0.002 -0.004 -0.002
H -4.0627 4.4019 -2.2178 0.000 -0.001 0.003
H -1.8061 3.4380 -2.5828 -0.014 -0.026 0.010
Cl -4.3245 1.0316 -0.8215 0.021 -0.077 -0.044
C -4.7518 0.0183 0.5186 0.038 0.003 0.033
C -6.0873 -0.2710 0.7242 -0.022 -0.047 0.030
C -6.4592 -1.0316 1.8242 -0.047 0.010 -0.038
C -5.5035 -1.4939 2.7167 0.031 -0.022 -0.003
C -4.1699 -1.2035 2.4955 0.037 -0.085 -0.004
C -3.7635 -0.4474 1.3930 0.054 0.008 0.392
C -2.3480 -0.1387 1.2162 -0.108 -0.439 -1.148
H -6.8281 0.1036 0.0312 0.010 -0.001 0.010
H -7.5058 -1.2533 1.9859 0.004 -0.003 -0.008
H -5.7972 -2.0798 3.5768 0.005 0.011 0.001
H -3.4118 -1.5689 3.1785 -0.016 0.008 0.010
H -1.7113 -0.2293 2.0848 -0.110 -0.036 0.074
H -2.1684 0.6984 0.5570 0.131 0.180 0.284
```
Forces are in eV/Å.

Results
ΔE to the lowest compared entry with this formula, charge and spin: 1.946 eV
Net charge: +1
Spin multiplicity: 2
HOMO level (alpha / beta): -0.420 / -0.418 Ha



(3)
C27H22HoN6S2 as an isolated structure. Source: the Open Molecules 2025 dataset; level of theory: ωB97M-V with the def2-TZVPD basis set.

Structure (XYZ):
```
58
Properties=species:S:1:pos:R:3:forces:R:3
Ho -0.3315 -0.4734 -0.6328 -0.110 0.097 0.241
C 2.7243 -0.3913 0.7699 -0.046 0.008 0.072
C 3.2713 -0.6861 -0.6308 0.066 -0.050 -0.033
C 2.8196 0.2353 -1.7389 0.021 0.036 -0.039
C 3.7285 1.0972 -2.3360 -0.015 -0.042 0.020
C 3.3210 1.9202 -3.3744 -0.004 0.005 -0.003
C 2.0102 1.8485 -3.8127 0.027 -0.093 0.026
C 1.1624 0.9626 -3.1770 -0.065 0.055 -0.062
N 1.5395 0.1844 -2.1520 0.043 0.012 0.145
N 1.4192 -1.0194 1.1040 0.049 -0.046 -0.036
C 1.5539 -2.4843 1.2606 0.013 0.029 0.048
C 1.3491 -3.2732 -0.0090 0.017 -0.034 -0.013
C 1.8854 -4.5439 -0.1546 -0.025 0.091 0.015
C 1.5878 -5.2686 -1.2961 0.007 -0.032 -0.016
C 0.7662 -4.7085 -2.2633 -0.018 0.054 0.010
C 0.2816 -3.4339 -2.0486 0.046 -0.066 -0.011
N 0.5701 -2.7275 -0.9476 -0.128 0.049 -0.077
C 0.9235 -0.4412 2.3731 0.045 -0.018 0.007
C 0.4812 0.9894 2.2114 0.009 0.019 0.033
C 0.5650 1.8902 3.2581 -0.008 -0.045 -0.057
C 0.0644 3.1712 3.0795 0.005 -0.021 0.006
C -0.4890 3.5130 1.8571 -0.014 0.018 -0.019
C -0.5247 2.5629 0.8547 0.021 -0.049 0.008
N -0.0487 1.3189 1.0246 -0.061 -0.053 -0.020
H 2.6136 0.6870 0.8975 0.010 -0.008 -0.025
H 3.4573 -0.7269 1.5135 0.005 0.005 -0.008
H 3.0706 -1.7201 -0.9175 -0.017 0.013 0.004
H 4.3568 -0.6067 -0.5694 -0.011 0.013 0.011
H 4.7520 1.1166 -1.9879 0.006 0.006 -0.002
H 4.0233 2.5996 -3.8383 0.002 0.009 -0.003
H 1.6405 2.4573 -4.6243 0.020 0.000 -0.018
H 0.1309 0.8706 -3.4949 0.003 0.037 0.004
H 0.7877 -2.8157 1.9659 -0.012 -0.005 -0.031
H 2.5210 -2.7369 1.7095 -0.007 -0.003 -0.012
H 2.5196 -4.9550 0.6189 0.004 -0.011 0.003
H 1.9922 -6.2629 -1.4296 -0.002 -0.004 -0.001
H 0.5040 -5.2438 -3.1639 0.002 -0.006 -0.002
H -0.3664 -2.9557 -2.7752 -0.001 -0.003 0.006
H 1.6850 -0.5092 3.1591 -0.009 -0.023 -0.008
H 0.0620 -1.0330 2.6945 -0.015 0.033 -0.008
H 1.0052 1.5861 4.1978 0.002 0.009 0.008
H 0.1074 3.8904 3.8862 -0.001 0.008 -0.001
H -0.8941 4.4979 1.6755 0.002 0.004 0.004
H -0.9497 2.7697 -0.1193 -0.002 0.034 0.012
S -2.5188 -1.5755 0.2070 0.197 0.071 -0.006
C -3.4069 -0.0342 0.2412 0.052 -0.141 -0.005
C -4.4044 0.0756 1.2110 -0.037 0.181 -0.025
C -5.2041 1.2042 1.3050 0.106 -0.144 -0.016
C -6.1947 1.2690 2.3401 -0.037 0.113 0.027
N -6.9637 1.3207 3.1912 -0.019 -0.033 0.005
C -5.0170 2.2571 0.3999 -0.032 -0.024 0.037
C -4.0288 2.1583 -0.5649 0.016 0.059 0.104
C -3.2040 1.0367 -0.6559 0.011 -0.157 -0.089
S -1.9721 1.0627 -1.9325 -0.116 0.019 -0.183
C -5.8264 3.4397 0.4701 -0.016 0.027 0.017
N -6.4563 4.3981 0.5277 0.003 0.024 -0.017
H -4.5607 -0.7381 1.9050 0.007 -0.022 -0.012
H -3.8915 2.9736 -1.2621 0.006 -0.011 -0.016
```
Forces are in eV/Å.

Results
Net charge: +1
Spin multiplicity: 5
HOMO level (alpha / beta): -0.379 / -0.380 Ha



Let's list strongest force on any atom in order: 1.11; 1.29; 0.28 eV/A.
Let's list electronic energy in order: -127683.093; -67760.936; -84763.075 eV.